Record 1
DFT (wB97M-V/def2-TZVPD) results for a structure of composition C5H11N2O5P in a non-equilibrium geometry.

Calculated values
HOMO: -9.36 eV
largest force on an atom: 3.34 eV Å⁻¹

Positions of all 24 atoms, in Å:
O 1.504349 -1.861021 1.628073
O 2.648284 1.176722 1.943399
N 0.319650 -1.792004 1.755916
O 2.606889 2.700438 0.035299
O 3.296345 0.215726 -0.204603
O 0.726185 1.043804 0.316839
N -0.334486 -0.980143 0.851307
C -1.815237 -0.834740 1.029296
C 0.429590 -0.228109 -0.151419
C -2.517537 -0.860769 -0.330426
C -0.331223 -0.140600 -1.453437
C -1.830885 0.262732 -1.227282
P 2.293649 1.218652 0.538411
H 2.041486 3.218193 0.607352
H 4.145877 0.592083 0.066871
H -2.145257 0.144192 1.456467
H -2.264147 -1.580839 1.754189
H 1.296181 -0.774586 -0.568449
H -2.420147 -1.819893 -0.719671
H -3.553143 -0.626263 -0.197865
H -0.200101 -1.087926 -1.964119
H 0.276174 0.523423 -2.092552
H -2.342763 0.219265 -2.228465
H -1.829733 1.271662 -0.845130

Forces on atoms 1 to 6 (eV/Å):
O 0.2 0.2 -0.2
O -0.2 -0.2 1.5
N -1.0 0.4 -0.3
O -0.3 -0.6 -1.5
O -1.2 0.8 -1.4
O 1.6 0.4 -0.7

Record 2
DFT (wB97M-V/def2-TZVPD) results for a cluster of 2 separate species, C5H11N2OPS in total in a non-equilibrium geometry.

Calculated values
HOMO (spin up / spin down): -7.98 / -7.98 eV
largest force on an atom: 5.14 eV Å⁻¹

Positions of all 21 atoms, in Å:
C 1.267281 2.082028 -0.046052
C 0.665698 2.820389 1.062393
C 1.894867 -1.424671 0.000083
C 1.243397 -2.396686 0.986692
C -2.493147 -0.521223 -0.520018
N 1.194834 1.501277 1.332622
N 1.410452 -1.044967 1.412924
O -1.246497 -0.281751 -0.907340
P 0.253122 0.108505 1.620002
S -0.762183 -0.127107 3.245270
H 0.614034 1.630229 -0.720010
H 2.332265 1.939392 -0.310803
H 1.271222 3.490491 1.731169
H -0.468665 3.021377 0.994500
H 3.012525 -1.457801 -0.110307
H 1.255592 -1.012566 -0.654869
H 0.306713 -2.695595 0.655027
H 1.914481 -3.097343 1.403796
H -3.109494 -0.941222 -1.254647
H -2.862965 0.430253 -0.359654
H -2.597201 -1.016301 0.400806

Forces on atoms 1 to 6 (eV/Å):
C 2.5 -1.2 0.8
C -0.6 1.6 1.4
C 2.2 -1.4 4.4
C 1.3 1.4 -1.7
C -0.1 1.1 0.7
N -2.2 -1.8 0.0

Record 3
DFT (wB97M-V/def2-TZVPD) results for the ion C5H11N2OS with charge +1 in a non-equilibrium geometry.

Calculated values
SMILES string: CC(C)(S)C[NH2+]C#[N+][O-]
HOMO: -13.42 eV
net charge: +1
largest force on an atom: 5.89 eV Å⁻¹

Positions of all 20 atoms, in Å:
C -0.648118 0.827354 1.252088
C 0.471646 0.000555 0.485108
C 1.298684 -0.937200 1.439793
S 1.469602 1.125421 -0.581321
C -0.225074 -1.218630 -0.401538
N -0.601753 -0.624060 -1.745070
C -1.171383 0.640997 -1.733758
N -1.239893 1.796490 -1.678082
O -1.513840 2.888069 -1.781098
H -1.355531 1.283182 0.430093
H -0.258135 1.514520 1.874074
H -1.356584 0.181812 1.778444
H 2.157675 -1.428699 0.968264
H 0.690845 -1.691587 1.853141
H 1.625136 -0.403113 2.344831
H 2.531784 1.347029 0.380483
H 0.554120 -1.954598 -0.564396
H -1.115426 -1.561124 0.156347
H 0.130872 -0.605133 -2.505031
H -1.444626 -1.181285 -1.972373

Forces on atoms 1 to 6 (eV/Å):
C -2.3 -2.8 -4.6
C -1.1 -2.2 0.8
C 0.8 2.1 0.2
S 1.7 -0.2 1.9
C 1.8 3.2 1.5
N -1.3 -0.9 -0.8

Record 4
DFT (wB97M-V/def2-TZVPD) results for a cluster of 2 separate species, C5H11N2OS in total in a non-equilibrium geometry.

Calculated values
spin multiplicity: 3
HOMO (spin up / spin down): -9.30 / -12.28 eV
net charge: +1
largest force on an atom: 6.46 eV Å⁻¹

Positions of all 20 atoms, in Å:
C -0.934076 1.425285 -1.500529
C -0.419708 0.228553 -1.208883
C 0.187227 -0.946498 -1.264662
C 1.251194 1.676738 1.661902
C -0.757824 -0.023111 1.261974
N 1.548025 -1.220504 -1.041215
N -1.486031 -1.194862 1.113701
O -0.705501 -2.043272 -1.361196
S 0.884656 -0.076839 1.778451
H -1.195808 2.303919 -0.911506
H -1.102106 1.590256 -2.555705
H 2.127246 1.835389 2.322352
H 0.322765 2.265449 2.043519
H 1.402346 1.730242 0.580245
H -1.304418 0.904001 1.377491
H 1.961087 -0.323744 -1.098007
H 1.918535 -2.009489 -1.565307
H -0.200738 -2.912363 -1.535768
H -2.568922 -1.204216 1.008478
H -0.927950 -2.004935 0.894665

Forces on atoms 1 to 6 (eV/Å):
C 1.1 -2.2 0.0
C -1.9 5.6 0.4
C 0.8 -6.4 -0.1
C -1.4 0.2 0.6
C -1.2 0.4 0.0
N -3.6 0.3 -1.2

Record 5
DFT (wB97M-V/def2-TZVPD) results for the ion C5H11N2S with charge +1 in a non-equilibrium geometry.

Calculated values
spin multiplicity: 3
HOMO (spin up / spin down): -11.84 / -13.87 eV
net charge: +1
largest force on an atom: 8.03 eV Å⁻¹

Positions of all 19 atoms, in Å:
C 1.489088 1.615578 0.917052
C 2.263348 0.431659 0.397129
C -0.017295 -0.686968 -0.365554
C -0.097598 -0.144638 -1.793490
C -2.140175 -0.241342 0.794683
N 0.289120 1.717575 1.046279
N -1.167630 -1.156194 0.160485
S 1.417148 -1.051598 0.532305
H 2.198048 2.358158 1.203402
H 2.505146 0.595451 -0.707338
H 3.237281 0.107069 0.815700
H -0.836236 -0.648983 -2.314041
H 0.847498 -0.279096 -2.353756
H -0.253252 0.893746 -1.616775
H -1.565533 0.542145 1.306897
H -2.766356 0.309292 -0.005928
H -2.820231 -0.640954 1.601728
H -1.734408 -1.847400 -0.582060
H -0.847963 -1.873500 0.963282

Forces on atoms 1 to 6 (eV/Å):
C 2.8 -0.7 0.1
C 1.3 0.2 -2.3
C 3.4 0.7 -2.9
C 2.7 -0.1 2.4
C -2.0 2.8 0.2
N -1.8 0.3 0.2

Record 6
DFT (wB97M-V/def2-TZVPD) results for the ion C5H11N2S2 with charge +1 in a non-equilibrium geometry.

Calculated values
spin multiplicity: 3
HOMO (spin up / spin down): -9.95 / -13.06 eV
net charge: +1
largest force on an atom: 4.77 eV Å⁻¹

Positions of all 20 atoms, in Å:
C 1.432188 -0.534938 1.134250
C 0.058394 -0.421428 1.128403
C 2.059552 1.035716 -0.494768
C -2.799127 -0.994831 -0.758242
C -2.216197 -0.098831 0.300426
N 2.258672 -0.122969 0.103726
N -0.762296 0.181634 0.242639
S 1.017549 2.237597 0.059781
S 3.507959 -1.202907 -0.389945
H 2.088698 -0.955173 1.899220
H -0.559488 -0.705221 1.879207
H 2.689093 1.181696 -1.237428
H -2.253361 -1.896224 -0.684680
H -3.948437 -1.058276 -0.669974
H -2.725665 -0.645156 -1.698882
H -2.565871 -0.300075 1.370595
H -2.548309 0.980657 0.280628
H -0.311201 0.363433 -0.642569
H 1.196494 3.230019 -0.902178
H 4.381351 -0.274715 -0.920201

Forces on atoms 1 to 6 (eV/Å):
C 2.5 -0.1 -0.8
C -0.6 1.6 -1.6
C -2.1 2.5 -1.0
C -2.1 -0.1 2.9
C -1.0 3.6 1.7
N -0.7 -3.5 3.1

Record 7
DFT (wB97M-V/def2-TZVPD) results for a structure of composition C5H11N3 in a non-equilibrium geometry.

Calculated values
HOMO: -8.82 eV
largest force on an atom: 5.43 eV Å⁻¹

Positions of all 19 atoms, in Å:
C -0.849732 -2.731679 0.428255
C -0.715121 -1.608409 -0.724940
C 0.472254 1.167442 -1.796772
C -0.017457 1.834665 -0.519374
C 0.384727 1.611938 0.985397
H 0.372431 -2.909094 0.701256
H -1.588271 -2.510190 1.590553
H -1.503236 -4.026434 0.048532
H -1.652731 -1.524693 -1.394371
H 1.313422 0.242814 -1.674592
H 0.257027 1.768563 -2.703921
H -0.591859 2.744381 -0.841234
H 0.304832 2.581863 1.832684
H -0.398229 1.058002 1.727829
H 2.220219 1.267561 2.009114
H 1.269619 0.012122 1.250308
N -0.256231 -0.423011 -0.569171
N -0.736805 0.536705 -1.420790
N 1.715139 0.907454 1.071236

Forces on atoms 1 to 6 (eV/Å):
C 1.1 -2.3 1.4
C -5.3 0.6 1.0
C 2.8 -1.2 0.4
C -1.5 0.2 -1.3
C -1.2 1.4 3.1
H -3.7 -0.1 -0.2

Record 8
DFT (wB97M-V/def2-TZVPD) results for the molecule C5H11N3 in a non-equilibrium geometry.

Calculated values
SMILES string: [H]/N=C\N(C)/C(N)=C\C
HOMO: -7.28 eV
largest force on an atom: 2.87 eV Å⁻¹

Positions of all 19 atoms, in Å:
H 1.242175 1.431350 -1.801632
N 0.704560 0.752188 -2.339458
C -0.077979 0.064545 -1.569627
N -0.625010 0.516048 -0.275779
C -0.958136 1.875805 0.102169
C -0.575301 -0.540656 0.554449
N -1.629516 -0.927352 1.316476
C 0.494471 -1.371772 0.177299
C 1.931619 -0.953133 0.362369
H -0.774440 -0.633018 -2.050884
H -0.365094 2.580725 -0.482762
H -2.021429 2.067865 -0.075301
H -0.739451 2.065120 1.158174
H -2.417256 -0.300730 1.402830
H -1.456333 -1.631696 2.017630
H 0.343370 -2.442823 0.313296
H 2.041712 0.131700 0.431275
H 2.370302 -1.395366 1.261964
H 2.511736 -1.288801 -0.502487

Forces on atoms 1 to 6 (eV/Å):
H -0.1 0.2 0.0
N -0.3 -1.2 1.2
C -0.8 2.6 -0.7
N 0.7 0.5 -0.7
C -0.2 0.2 -0.2
C 1.5 -2.2 -1.1

Record 9
DFT (wB97M-V/def2-TZVPD) results for a structure of composition C5H11N3 in a non-equilibrium geometry.

Calculated values
HOMO (spin up / spin down): -7.69 / -7.68 eV
largest force on an atom: 1.85 eV Å⁻¹

Positions of all 19 atoms, in Å:
C -0.141360 0.423295 0.663293
C 1.181581 1.131307 0.948323
C -1.304950 1.057182 1.423816
C 0.842040 -1.622409 -1.773403
N -0.022331 -1.007314 0.791984
N -0.335169 -1.124389 -1.052037
C -0.466790 0.454009 -0.904486
N -0.789164 1.193813 -1.787288
H -0.908624 -1.394636 1.123551
H -1.206390 -1.475678 -1.462008
H 1.390918 1.147799 2.021008
H 1.130998 2.158934 0.581307
H 2.010266 0.630420 0.445822
H -1.119885 1.051729 2.501301
H -2.243568 0.532179 1.225942
H -1.432643 2.090514 1.093153
H 1.741041 -1.278343 -1.265423
H 0.852386 -1.255673 -2.800293
H 0.821645 -2.712735 -1.774560

Forces on atoms 1 to 6 (eV/Å):
C -0.2 0.5 -0.6
C -0.1 -0.1 0.0
C 0.1 -0.1 0.0
C 0.0 -0.3 0.2
N -0.4 -0.6 -1.7
N 0.5 0.8 1.3

Record 10
DFT (wB97M-V/def2-TZVPD) results for the molecule C5H11N3 in a non-equilibrium geometry.

Calculated values
SMILES string: C=N/C(C)=C(\N)NC
HOMO: -7.04 eV
largest force on an atom: 3.04 eV Å⁻¹

Positions of all 19 atoms, in Å:
C -2.897069 -0.225805 -0.435843
N -2.081156 -0.288212 0.553820
C -0.697405 -0.550900 0.201956
C -0.284783 -1.980302 0.397108
C 0.070850 0.469437 -0.216995
N -0.403515 1.754874 -0.284763
N 1.466668 0.219814 -0.475657
C 2.549511 0.958149 0.139613
H -2.586005 -0.251570 -1.497373
H -3.971715 -0.063038 -0.249950
H -0.164994 -2.478443 -0.569742
H -1.041237 -2.527446 0.968925
H 0.655570 -2.047232 0.953860
H -1.173682 1.882107 0.370904
H 0.315741 2.455878 -0.191550
H 1.688014 -0.766996 -0.563743
H 2.621844 0.727792 1.208923
H 2.432929 2.038349 0.013869
H 3.500436 0.673543 -0.323362

Forces on atoms 1 to 6 (eV/Å):
C 0.3 0.4 0.7
N -0.7 -0.4 -1.6
C -0.8 0.3 0.0
C 0.2 0.2 0.1
C 1.8 -2.1 1.2
N -0.2 1.0 -0.1